Model a:
C2HCl2N2O | wB97M-V/def2-TZVPD

Atoms and positions in Å:
C: 0.811 0.254 -1.145
C: -0.111 -0.444 1.096
N: -1.311 1.266 -1.130
N: -0.241 0.952 -1.408
O: 1.873 -0.101 -1.457
Cl: -0.239 -2.136 1.028
Cl: -1.549 0.392 1.279
H: 0.767 -0.183 1.737

Properties
Kohn-Sham gap (alpha / beta)   0.266 / 0.266 hartree
Net charge   +1
Highest occupied orbital energy (alpha / beta)   -14.59 / -14.59 eV

=====

Model b:
C2HCl2N2O | wB97M-V/def2-TZVPD

Atoms and positions in Å:
C: -0.380 -0.763 -0.161
C: 0.056 0.385 -0.877
N: 0.632 -0.022 2.688
N: 0.351 -0.182 1.653
O: -0.778 -1.820 -0.172
Cl: 1.200 1.530 -0.174
Cl: -1.584 0.935 -1.248
H: 0.503 -0.064 -1.709

Properties
Kohn-Sham gap   0.405 hartree
Net charge   +1
Highest occupied orbital energy   -17.03 eV

=====

Q: Which of them is the least stable? A: model a.

=====

Model a:
C3H7N2O | wB97M-V/def2-TZVPD

Atoms and positions in Å:
O: 2.919 2.323 0.663
H: 3.032 2.919 1.438
H: 3.301 2.825 -0.093
C: -1.375 -1.718 0.405
C: -0.184 -1.110 0.709
C: -1.065 -0.103 -1.140
N: -1.869 -1.120 -0.743
N: -0.092 -0.126 -0.224
H: -1.960 -2.516 0.863
H: 0.589 -1.152 1.476
H: -1.167 0.566 -1.995
H: -2.707 -1.445 -1.257
H: 0.578 0.656 -0.102

Properties
Kohn-Sham gap   0.416 hartree
Net charge   +1
Highest occupied orbital energy   -14.72 eV

=====

Model b:
C3H7N2O | wB97M-V/def2-TZVPD

Atoms and positions in Å:
C: -1.602 -0.753 0.179
C: 0.329 0.279 -0.054
C: 1.700 0.498 0.320
N: -1.888 0.524 0.002
N: -0.269 -0.905 0.170
O: -0.656 1.186 0.031
H: -2.404 -1.450 0.125
H: 0.896 -0.297 -2.195
H: 1.901 1.140 1.226
H: 2.360 0.998 -0.245
H: 2.177 -0.497 0.493
H: -2.769 1.014 0.149
H: 0.226 -1.736 -0.202

Properties
Kohn-Sham gap (alpha / beta)   0.338 / 0.256 hartree
Net charge   +1
Highest occupied orbital energy (alpha / beta)   -13.89 / -11.87 eV

=====

Model c:
C3H7N2O | wB97M-V/def2-TZVPD

Atoms and positions in Å:
C: 2.173 0.684 1.279
C: 0.763 -0.063 -0.563
C: -1.251 0.177 0.123
N: 1.491 0.598 0.231
N: -1.923 -0.783 -0.555
O: 0.811 -0.619 -1.705
H: 2.317 -0.162 1.930
H: 2.545 1.650 1.585
H: -1.174 1.221 -0.206
H: -0.765 0.119 1.217
H: -2.400 -1.446 -0.002
H: -0.125 -0.983 -1.942
H: -2.462 -0.393 -1.392

Properties
Kohn-Sham gap   0.333 hartree
Net charge   +1
Highest occupied orbital energy   -13.41 eV

=====

Q: Which of them is the least stable? A: model b.